Record 1
A molecular structure, C7H10O4Ti in a non-equilibrium geometry, computed with ωB97M-V with the def2-TZVPD basis set.

Computed properties:
Net charge: +2
2S+1: 3
HOMO level (alpha / beta) in eV: -18.488 / -19.385
LUMO level (alpha / beta) in eV: -11.0 / -10.7
E in Eh: -1422.3838
Kohn-Sham gap (alpha / beta) in eV: 7.510 / 8.672

Structure (XYZ):
```
22
Properties=species:S:1:pos:R:3:lowdin_charge:R:1
O 0.41251 3.84559 -3.04461 0.105
C 0.40519 2.74287 -2.78378 0.029
Ti 0.34912 -0.59118 -1.53374 0.950
C 2.08895 -1.08615 -2.39297 0.076
C -1.32189 -1.06797 -2.59858 0.054
O 3.16133 -1.20229 -3.01938 0.171
O -2.28578 -1.15897 -3.29004 0.214
C 1.09469 -1.65542 1.93658 -0.007
C 0.04477 -1.36982 0.82243 -0.237
O 0.23098 0.00900 0.45387 -0.326
C -0.23757 1.17737 1.30466 -0.111
C -1.63409 1.47516 0.87656 -0.051
H 2.11501 -1.53313 1.50633 0.105
H 0.99042 -2.67650 2.31958 0.105
H 0.98438 -0.92340 2.77736 0.109
H 0.29834 -1.95305 -0.07641 0.085
H -0.96014 -1.60321 1.20067 0.155
H -0.11448 0.94765 2.32972 0.122
H 0.45548 1.93259 0.95923 0.138
H -2.32080 0.60349 0.98774 0.104
H -2.04673 2.29525 1.47690 0.112
H -1.70967 1.79209 -0.21213 0.098
```

---

Record 2
C7H10OSi in the gas phase in a non-equilibrium geometry, computed with ωB97M-V with the def2-TZVPD basis set.

Computed properties:
ΔE to the lowest compared entry with this formula, charge and spin in kcal/mol: 63.60
HOMO level in eV: -8.540
SMILES: C=C[C@H]1C[Si@@]1(C=C)C=O
LUMO level in eV: 0.3
E in Eh: -637.3176
Kohn-Sham gap in eV: 8.832

Structure (XYZ):
```
19
Properties=species:S:1:pos:R:3:lowdin_charge:R:1
C 2.52536 1.36762 -0.17763 -0.034
C 1.92858 0.34742 -0.80602 -0.197
C 0.86443 -0.58766 -0.17649 -0.417
C 0.60630 -0.64890 1.27865 -0.221
Si -0.87982 0.00565 0.26031 0.809
C -2.33474 -1.19381 -0.13857 -0.225
C -3.53037 -0.88843 -0.61019 -0.056
C -0.96175 1.88801 -0.11470 -0.289
O -1.96030 2.54681 0.13521 -0.034
H 2.54136 1.43486 0.93248 0.059
H 3.25622 1.97385 -0.74146 0.059
H 1.94367 0.38025 -1.91044 0.103
H 1.07363 -1.51818 -0.70402 0.097
H 0.42736 -1.51719 1.89717 0.055
H 1.32072 0.00245 1.91315 0.088
H -2.01319 -2.23961 -0.13795 0.057
H -4.23100 -1.73196 -0.82069 0.076
H -3.96360 0.00895 -0.62785 0.003
H -0.06153 2.19578 -0.69879 0.067
```

---

Record 3
C7H10S in the gas phase in a non-equilibrium geometry, computed with ωB97M-V with the def2-TZVPD basis set.

Computed properties:
ΔE to the lowest compared entry with this formula, charge and spin in kcal/mol: 76.95
HOMO level in eV: -8.202
SMILES: C=C1S[C@@H](C)[C@H]2C[C@H]12
LUMO level in eV: 0.9
E in Eh: -670.7809
Kohn-Sham gap in eV: 9.149

Structure (XYZ):
```
18
Properties=species:S:1:pos:R:3:lowdin_charge:R:1
C 1.65619 1.79329 -1.08020 -0.008
C 0.67259 0.95864 -0.66596 -0.620
S -0.29136 1.23157 0.79103 0.931
C -0.67223 -0.62007 1.10299 -0.473
C -2.16367 -0.96213 0.84959 -0.094
C 0.42743 -1.20310 0.16326 -0.288
C 0.72438 -1.88951 -1.11975 -0.004
C 0.33537 -0.40683 -1.07759 -0.298
H 2.22374 1.45366 -1.98281 0.076
H 1.84030 2.75277 -0.59571 0.051
H -0.49131 -0.77299 2.13256 0.072
H -2.70759 -0.36375 1.57428 0.076
H -2.40033 -0.71753 -0.16177 0.054
H -2.20937 -2.02969 0.94193 0.074
H 1.37655 -0.93509 0.58876 0.129
H 0.13338 -2.61468 -1.66100 0.102
H 1.75745 -2.15598 -1.16870 0.091
H -0.74134 -0.34364 -1.35803 0.129
```

---

Record 4
C7H11BO2 in the gas phase in a non-equilibrium geometry, computed with ωB97M-V with the def2-TZVPD basis set.

Computed properties:
ΔE to the lowest compared entry with this formula, charge and spin in kcal/mol: 88.28
HOMO level (alpha / beta) in eV: -7.286 / -6.899
LUMO level (alpha / beta) in eV: 0.3 / 0.0
E in Eh: -448.5612
Kohn-Sham gap (alpha / beta) in eV: 7.579 / 6.923

Structure (XYZ):
```
21
Properties=species:S:1:pos:R:3:lowdin_charge:R:1
B 1.08457 -0.08388 2.45336 -0.702
C 0.10751 -1.23382 -1.12986 -0.195
C -2.36647 0.04535 -0.23340 0.010
C 0.69171 -1.25655 0.21172 0.033
C -1.56245 0.63842 -1.16397 -0.175
C 1.13591 -1.30475 1.43885 -0.008
C -0.32025 0.14670 -1.61840 -0.244
C 0.61992 0.98431 -2.49701 -0.059
O 0.31131 0.94273 2.12580 0.189
O 1.59933 -0.25388 3.73386 0.148
H -0.74041 -2.05434 -0.96927 0.165
H 0.69368 -1.68123 -1.89931 0.094
H -3.39843 0.31006 -0.07213 0.048
H -1.85724 -0.39649 0.60486 0.044
H 1.56039 -2.18083 1.93082 0.089
H -2.21717 1.31694 -1.74678 0.110
H 0.11924 1.06559 -3.44864 0.067
H 0.78306 2.02645 -2.02627 0.102
H 1.66538 0.62778 -2.50159 0.075
H 0.43505 1.70746 2.71690 0.121
H 1.65537 0.63395 4.09047 0.087
```

---

Record 5
A molecular structure, C7H11Br2FO, computed with ωB97M-V with the def2-TZVPD basis set.

Computed properties:
ΔE to the lowest compared entry with this formula, charge and spin in kcal/mol: 0.00
HOMO level in eV: -9.917
LUMO level in eV: 0.6
E in Eh: -5596.4708
Kohn-Sham gap in eV: 10.470

Structure (XYZ):
```
22
Properties=species:S:1:pos:R:3:lowdin_charge:R:1
C 0.35684 -0.90161 0.83331 -0.198
C 0.00078 0.51913 1.25769 -0.184
C -0.29776 -1.22899 -0.50449 -0.184
C 0.43061 1.52763 0.19412 -0.143
C 0.13054 -0.23063 -1.57840 -0.144
C -0.20868 1.21360 -1.17007 -0.620
C 0.33730 2.18480 -2.22249 -1.166
O -1.59332 1.46224 -1.18248 -0.045
F 1.67362 2.09026 -2.33876 -0.056
Br -0.08251 4.03723 -1.77643 0.759
Br -0.42656 1.84239 -3.98422 0.760
H 1.44110 -0.99098 0.73829 0.118
H 0.02655 -1.61130 1.59336 0.110
H -1.07647 0.59517 1.42995 0.114
H 0.49732 0.76805 2.19647 0.114
H -0.01567 -2.23214 -0.82685 0.114
H -1.38595 -1.21632 -0.39702 0.114
H 0.13872 2.53225 0.50724 0.089
H 1.51731 1.50135 0.08625 0.130
H 1.20886 -0.30579 -1.73615 0.131
H -0.37367 -0.46851 -2.51738 0.088
H -2.02301 0.89222 -0.53518 0.098
```

---

Record 6
2 unconnected molecules or ions with the total composition C7H11BrN5 in a non-equilibrium geometry, computed with ωB97M-V with the def2-TZVPD basis set.

Computed properties:
ΔE to the lowest compared entry with this formula, charge and spin in kcal/mol: 17.32
Net charge: +1
HOMO level in eV: -12.629
LUMO level in eV: -5.0
E in Eh: -3120.7562
Kohn-Sham gap in eV: 7.626

Structure (XYZ):
```
24
Properties=species:S:1:pos:R:3:lowdin_charge:R:1
C 0.96160 -0.36746 2.46127 -0.129
C 0.77907 -0.72729 1.04368 -0.329
C -0.52093 -1.52470 0.89278 -0.263
C -2.32481 -0.51037 2.30228 -0.144
C 2.14468 -0.05273 2.91566 0.079
C 0.11992 1.62362 -2.64413 -0.755
C 0.21416 1.62819 -4.08953 -0.144
N -1.61889 -1.16466 1.52347 0.194
N -3.24537 -0.07832 2.93398 0.318
N 1.54892 -0.52805 0.08270 0.206
N -0.64231 -2.43642 -0.06479 0.226
N 0.82549 2.21915 -1.87848 0.169
Br -1.52427 0.45338 -2.11524 0.466
H -0.08882 -0.29330 2.88710 0.106
H 2.37207 0.11691 3.93434 0.066
H 2.92659 0.04325 2.07123 0.118
H 0.82552 2.47904 -4.37338 0.083
H -0.81081 2.03838 -4.47409 0.121
H 0.54883 0.78973 -4.67325 0.081
H -3.40241 0.36502 3.72709 0.053
H 1.40148 -0.79697 -0.90709 0.085
H 0.18380 -2.76445 -0.66035 0.185
H -1.51147 -2.95961 0.04095 0.150
H 0.83795 2.44768 -0.93621 0.060
```